Entry 1:
Below is one molecule with the formula C20H26N2O3, with properties calculated with wB97M-V/def2-TZVPD.

```
! RIJCOSX wB97M-V def2-TZVPD def2/J DEFGRID3
* xyz 0 1
C -1.777 6.004 3.730
O -1.116 4.784 3.957
C -0.807 4.002 2.884
C -1.094 4.312 1.559
C -0.729 3.438 0.551
C -0.069 2.251 0.833
C 0.288 1.301 -0.286
C -1.010 0.592 -0.725
N -0.785 -0.742 -1.227
C -1.192 -1.168 -2.436
O -1.825 -0.485 -3.216
C -0.804 -2.612 -2.746
C 0.681 -2.900 -2.493
O 1.008 -2.960 -1.118
C 0.682 -4.073 -0.389
C 0.121 -5.237 -0.899
C -0.146 -6.299 -0.049
C 0.134 -6.215 1.301
C 0.691 -5.053 1.810
C 0.962 -3.989 0.975
N 0.921 2.042 -1.373
C 1.165 1.241 -2.554
C 2.156 2.654 -0.921
C 0.213 1.946 2.159
C -0.149 2.806 3.173
H -2.754 5.852 3.260
H -1.177 6.678 3.110
H -1.918 6.451 4.713
H -1.600 5.228 1.300
H -0.941 3.683 -0.478
H 0.976 0.524 0.110
H -1.511 1.165 -1.507
H -1.677 0.533 0.144
H -0.203 -1.350 -0.668
H -1.418 -3.273 -2.130
H -1.038 -2.799 -3.794
H 0.983 -3.824 -2.999
H 1.290 -2.082 -2.888
H -0.111 -5.336 -1.948
H -0.580 -7.199 -0.457
H -0.080 -7.048 1.954
H 0.915 -4.974 2.864
H 1.401 -3.080 1.356
H 1.790 0.357 -2.344
H 0.226 0.920 -2.995
H 1.683 1.859 -3.287
H 1.959 3.282 -0.055
H 2.552 3.278 -1.721
H 2.919 1.908 -0.646
H 0.726 1.026 2.402
H 0.069 2.578 4.205
*
```

Results
largest force on an atom = 0.63 eV Å⁻¹
LUMO energy = 0.7 eV
structure (SMILES) = COc1ccc([C@@H](CNC(=O)CCOc2ccccc2)N(C)C)cc1


Entry 2:
Below is one molecule with the formula C20H26N2O3S, with properties calculated with wB97M-V/def2-TZVPD.

```
! RIJCOSX wB97M-V def2-TZVPD def2/J DEFGRID3
* xyz 0 1
C 3.981 1.784 -2.562
O 3.961 1.744 -1.141
C 2.919 2.345 -0.549
O 2.053 2.914 -1.156
C 2.982 2.195 0.953
C 2.529 0.784 1.376
C 1.208 0.432 0.783
S -0.179 1.423 1.182
C -1.160 0.347 0.188
N -2.466 0.597 -0.034
C -3.249 1.496 0.785
C -4.474 1.965 0.002
C -5.292 2.945 0.837
C -5.720 2.302 2.153
C -4.500 1.827 2.935
C -3.682 0.844 2.104
N -0.510 -0.630 -0.335
C 0.827 -0.594 -0.032
C 1.651 -1.682 -0.563
C 1.080 -2.946 -0.672
C 1.793 -4.021 -1.169
C 3.109 -3.848 -1.583
O 3.910 -4.831 -2.086
C 3.383 -6.129 -2.207
C 3.681 -2.579 -1.499
C 2.964 -1.513 -1.000
H 3.104 1.274 -2.966
H 3.979 2.818 -2.910
H 4.892 1.277 -2.868
H 2.313 2.938 1.391
H 4.003 2.368 1.292
H 3.271 0.044 1.079
H 2.454 0.769 2.468
H -2.962 -0.152 -0.495
H -2.611 2.359 1.008
H -4.152 2.436 -0.928
H -5.090 1.098 -0.252
H -4.690 3.832 1.046
H -6.171 3.263 0.273
H -6.373 1.451 1.945
H -6.287 3.020 2.749
H -3.876 2.685 3.193
H -4.815 1.350 3.866
H -4.282 -0.043 1.885
H -2.797 0.526 2.659
H 0.056 -3.080 -0.358
H 1.311 -4.985 -1.230
H 2.524 -6.153 -2.885
H 3.089 -6.537 -1.234
H 4.186 -6.736 -2.623
H 4.697 -2.452 -1.840
H 3.428 -0.541 -0.977
*
```

Results
largest force on an atom = 0.92 eV Å⁻¹
LUMO energy = 0.7 eV
structure (SMILES) = COC(=O)CCc1sc(NC2CCCCC2)nc1-c1ccc(OC)cc1


Entry 3:
Below is one molecule with the formula C20H26N2O4S, with properties calculated with wB97M-V/def2-TZVPD.

```
! RIJCOSX wB97M-V def2-TZVPD def2/J DEFGRID3
* xyz 0 1
C -5.768 -1.962 -0.783
O -4.984 -1.789 0.375
C -3.647 -1.620 0.241
C -2.933 -1.455 1.433
C -1.568 -1.268 1.411
C -0.905 -1.229 0.197
S 0.870 -1.027 0.111
O 1.449 -2.337 0.146
O 1.162 -0.187 -1.027
N 1.223 -0.239 1.536
C 2.267 -0.787 2.374
C 3.674 -0.238 2.083
C 4.031 -0.394 0.630
C 4.230 -1.658 0.090
C 4.503 -1.811 -1.256
C 4.589 -0.702 -2.080
C 4.418 0.562 -1.546
C 4.144 0.713 -0.199
C 1.082 1.203 1.492
C -0.368 1.588 1.178
O -1.206 1.716 2.049
N -0.598 1.810 -0.126
C -1.926 2.143 -0.625
C -1.953 1.944 -2.133
C -2.271 3.582 -0.244
C -1.594 -1.412 -0.985
C -2.965 -1.605 -0.974
H -5.706 -1.091 -1.443
H -5.477 -2.860 -1.336
H -6.792 -2.073 -0.430
H -3.478 -1.473 2.362
H -1.015 -1.134 2.326
H 2.002 -0.595 3.420
H 2.245 -1.861 2.192
H 4.381 -0.793 2.706
H 3.726 0.815 2.369
H 4.160 -2.528 0.725
H 4.641 -2.801 -1.664
H 4.791 -0.823 -3.134
H 4.493 1.434 -2.180
H 4.022 1.707 0.212
H 1.321 1.594 2.483
H 1.750 1.642 0.742
H 0.092 1.486 -0.793
H -2.647 1.470 -0.140
H -2.952 2.130 -2.517
H -1.663 0.928 -2.388
H -1.264 2.635 -2.613
H -1.554 4.271 -0.686
H -3.267 3.835 -0.597
H -2.243 3.688 0.836
H -1.042 -1.404 -1.912
H -3.485 -1.741 -1.909
*
```

Results
largest force on an atom = 0.98 eV Å⁻¹
LUMO energy = 0.7 eV
structure (SMILES) = COc1ccc(S(=O)(=O)N(CCc2ccccc2)CC(=O)NC(C)C)cc1


no.,HOMO energy (eV)
1,-8.355
2,-7.355
3,-8.760